# 1
{
  "formula": "C36H63BrGeN3NiO4Si4",
  "method": "wB97M-V/def2-TZVPD",
  "symbols": ["Ni", "C", "C", "C", "C", "O", "Ge", "O", "C", "C", "C", "C", "O", "C", "C", "C", "C", "H", "H", "H", "H", "H", "H", "H", "H", "H", "H", "H", "H", "H", "H", "H", "H", "H", "H", "H", "H", "H", "H", "H", "H", "H", "H", "H", "Br", "C", "C", "C", "C", "C", "C", "N", "N", "C", "C", "C", "C", "O", "C", "N", "C", "C", "C", "C", "H", "H", "H", "H", "H", "H", "H", "H", "H", "C", "Si", "C", "C", "Si", "Si", "C", "C", "C", "Si", "C", "C", "C", "H", "H", "H", "H", "H", "H", "H", "H", "H", "H", "H", "H", "H", "H", "H", "H", "H", "H", "H", "H", "H", "H", "H", "H", "H", "H", "H"],
  "positions_angstrom": [[-0.113, 0.160, 0.458], [2.646, -3.331, -0.766], [2.346, -1.856, -1.037], [2.604, -1.530, -2.505], [3.261, -1.002, -0.183], [0.975, -1.542, -0.676], [-0.313, -2.435, -1.702], [-1.264, -0.993, -2.326], [-1.520, -0.910, -3.739], [-0.224, -1.005, -4.541], [-2.472, -2.029, -4.162], [-2.157, 0.443, -4.021], [-1.588, -2.596, 0.005], [-2.425, -3.818, 0.005], [-3.860, -3.440, -0.300], [-2.280, -4.497, 1.355], [-1.958, -4.803, -1.062], [3.693, -3.544, -0.992], [2.467, -3.573, 0.282], [2.029, -3.984, -1.384], [3.667, -1.636, -2.733], [2.056, -2.204, -3.166], [2.293, -0.507, -2.716], [4.304, -1.199, -0.437], [3.061, 0.057, -0.359], [3.115, -1.221, 0.875], [0.236, -1.990, -4.438], [-0.421, -0.841, -5.603], [0.480, -0.248, -4.192], [-2.010, -3.008, -4.013], [-3.393, -1.987, -3.575], [-2.734, -1.938, -5.219], [-1.475, 1.244, -3.738], [-2.386, 0.536, -5.085], [-3.083, 0.562, -3.457], [-4.229, -2.677, 0.383], [-3.936, -3.059, -1.316], [-4.503, -4.318, -0.207], [-1.224, -4.638, 1.592], [-2.744, -3.920, 2.147], [-2.768, -5.473, 1.332], [-2.042, -4.397, -2.070], [-0.934, -5.136, -0.899], [-2.615, -5.673, -0.999], [9.612, 2.897, -1.308], [7.995, 3.858, -1.119], [7.011, 3.382, -0.263], [5.822, 4.074, -0.129], [5.601, 5.261, -0.854], [6.629, 5.738, -1.686], [7.810, 5.038, -1.828], [4.464, 6.036, -0.776], [3.419, 5.584, -0.130], [2.715, 4.541, -0.529], [2.919, 3.845, -1.771], [2.240, 2.710, -2.091], [1.276, 2.139, -1.190], [0.621, 1.096, -1.440], [1.023, 2.862, 0.059], [0.115, 2.289, 0.870], [-0.254, 2.943, 1.957], [0.294, 4.179, 2.314], [1.275, 4.732, 1.526], [1.661, 4.067, 0.354], [7.178, 2.473, 0.299], [5.067, 3.703, 0.551], [6.465, 6.666, -2.218], [8.590, 5.404, -2.482], [3.633, 4.270, -2.464], [2.387, 2.204, -3.036], [-1.010, 2.468, 2.571], [-0.047, 4.674, 3.213], [1.749, 5.670, 1.783], [2.157, 0.653, 2.505], [0.585, -0.420, 2.499], [-0.065, 0.092, 4.185], [1.032, -2.234, 2.638], [-1.894, -1.100, 0.936], [-3.424, 0.417, -0.140], [-4.697, -0.328, -1.303], [-4.482, 1.321, 1.131], [-2.565, 1.834, -1.026], [-3.040, -1.517, 3.005], [-4.784, -2.203, 2.802], [-2.265, -2.604, 4.343], [-3.336, 0.160, 3.838], [2.978, 0.079, 2.945], [1.967, 1.515, 3.151], [2.496, 1.031, 1.544], [0.762, -0.111, 4.878], [-0.935, -0.435, 4.553], [-0.269, 1.164, 4.245], [1.933, -2.381, 3.242], [1.197, -2.657, 1.646], [0.217, -2.792, 3.106], [-5.409, -0.968, -0.778], [-4.247, -0.905, -2.110], [-5.256, 0.502, -1.747], [-5.173, 0.672, 1.669], [-5.079, 2.051, 0.572], [-3.891, 1.876, 1.862], [-1.600, 1.566, -1.449], [-2.424, 2.662, -0.326], [-3.208, 2.188, -1.836], [-4.826, -3.259, 2.527], [-5.370, -1.639, 2.072], [-5.276, -2.094, 3.775], [-1.971, -3.603, 4.022], [-3.034, -2.721, 5.115], [-1.397, -2.147, 4.817], [-4.367, 0.477, 3.682], [-2.684, 0.961, 3.492], [-3.179, 0.048, 4.914]],
  "mulliken_spin": [0.04, 0.00, 0.00, 0.00, 0.00, 0.01, 0.00, 0.00, 0.00, 0.00, 0.00, 0.00, -0.01, 0.00, 0.00, 0.00, 0.00, 0.00, 0.00, 0.00, 0.00, 0.00, 0.00, 0.00, 0.00, 0.00, 0.00, 0.00, 0.00, 0.00, 0.00, 0.00, 0.00, 0.00, 0.00, 0.00, 0.00, 0.00, 0.00, 0.00, 0.00, 0.00, 0.00, 0.00, 0.01, 0.17, -0.09, 0.15, -0.04, 0.16, -0.08, 0.54, 0.03, 0.04, 0.00, 0.02, 0.00, 0.02, 0.00, 0.00, 0.00, -0.01, 0.03, 0.00, 0.00, 0.01, 0.00, 0.00, 0.00, 0.00, 0.00, 0.00, 0.00, 0.00, 0.00, 0.00, 0.00, 0.00, 0.00, 0.00, 0.00, 0.00, 0.00, 0.00, 0.00, 0.00, 0.00, 0.00, 0.00, 0.00, 0.00, 0.00, 0.00, 0.00, 0.00, 0.00, 0.00, 0.00, 0.00, 0.00, 0.00, 0.00, 0.00, 0.00, 0.00, 0.00, 0.00, 0.00, 0.00, 0.00, 0.00, 0.00, 0.00],
  "fmax_ev_per_a": 2.43,
  "s2": 0.796,
  "homo_ev": [-6.37, -6.20],
  "e_tot_ev": -250128.112,
  "multiplicity": 2
}

=====

# 2
{
  "formula": "C36H63Cl2F3NO7",
  "method": "wB97M-V/def2-TZVPD",
  "symbols": ["C", "C", "C", "C", "C", "O", "C", "C", "C", "C", "C", "O", "C", "O", "C", "O", "C", "C", "C", "C", "O", "C", "C", "O", "C", "F", "F", "F", "C", "C", "C", "C", "C", "C", "Cl", "C", "C", "Cl", "H", "H", "H", "H", "H", "H", "H", "H", "H", "H", "H", "H", "H", "H", "H", "H", "H", "H", "H", "H", "H", "H", "H", "H", "H", "H", "H", "H", "H", "H", "H", "H", "H", "H", "H", "H", "H", "H", "H", "H", "H", "H", "H", "H", "H", "C", "C", "C", "C", "C", "C", "N", "O", "C", "C", "C", "H", "H", "H", "H", "H", "H", "H", "H", "H", "H", "H", "H", "H", "H", "H", "H", "H", "H"],
  "positions_angstrom": [[-0.200, 6.801, 2.198], [0.008, 6.838, 0.801], [0.691, 6.840, -0.709], [-0.074, 5.790, -1.735], [0.354, 6.029, -3.334], [-0.076, 4.395, -1.316], [1.308, 3.841, -1.147], [1.598, 3.782, 0.427], [2.141, 2.435, 1.128], [2.032, 2.703, 2.779], [1.211, 1.527, 3.573], [0.874, 2.100, 4.919], [-0.543, 2.492, 4.779], [-0.998, 3.565, 4.112], [1.215, 2.375, -1.958], [0.213, 1.639, -1.282], [-0.633, 0.684, -1.968], [-1.112, 1.064, -3.480], [-1.813, 2.540, -3.661], [-1.152, 3.429, -4.915], [-3.216, 2.280, -4.129], [0.294, -0.681, -2.114], [-0.443, -2.095, -2.316], [-1.675, -2.131, -3.108], [-0.684, -2.987, -0.920], [-2.133, -3.185, -0.612], [-0.133, -4.378, -1.133], [0.032, -2.444, 0.255], [-1.889, 0.477, -0.873], [-1.908, 1.704, 0.269], [-3.314, 0.047, -1.464], [-4.652, 0.833, -0.858], [-4.806, 2.382, -1.351], [2.715, 1.657, -2.118], [4.142, 2.742, -1.657], [3.018, 1.246, -3.713], [4.017, 2.298, -4.475], [3.862, -0.439, -3.775], [-0.311, 6.978, 3.374], [0.623, 7.931, -1.186], [1.834, 6.568, -0.711], [-1.218, 6.138, -1.706], [-0.635, 6.020, -3.985], [0.805, 7.126, -3.473], [1.119, 5.201, -3.670], [2.034, 4.599, -1.658], [2.374, 4.653, 0.689], [0.604, 4.104, 1.005], [1.522, 1.454, 0.954], [3.268, 2.159, 0.960], [1.580, 3.792, 2.958], [3.136, 2.752, 3.231], [1.978, 0.654, 3.803], [0.242, 1.176, 3.019], [-1.333, 1.763, 5.294], [0.992, 2.744, -3.072], [-0.122, 1.098, -4.147], [-1.816, 0.294, -4.007], [-1.927, 3.157, -2.673], [-0.018, 3.664, -4.765], [-1.257, 2.771, -5.900], [-1.754, 4.435, -5.111], [-3.487, 3.144, -4.600], [0.953, -0.494, -3.093], [1.084, -0.640, -1.221], [0.326, -2.780, -2.927], [-2.037, -3.058, -3.228], [-1.489, -0.438, -0.213], [-0.966, 1.632, 1.002], [-1.890, 2.766, -0.222], [-2.820, 1.585, 1.030], [-3.509, -1.091, -1.146], [-3.480, 0.051, -2.620], [-5.582, 0.240, -1.314], [-4.730, 0.688, 0.312], [-3.795, 3.008, -1.326], [-5.261, 2.383, -2.455], [-5.595, 2.907, -0.666], [2.810, 0.660, -1.511], [2.045, 1.161, -4.356], [3.697, 3.436, -4.375], [3.924, 2.058, -5.641], [5.173, 2.131, -4.231], [1.727, -6.301, 5.213], [0.860, -7.128, 4.226], [1.664, -7.454, 2.937], [1.801, -6.274, 1.989], [0.429, -5.703, 1.651], [-0.391, -5.316, 2.907], [-0.430, -6.404, 3.948], [-1.358, -7.365, 3.509], [0.208, -4.014, 3.512], [-1.818, -4.872, 2.442], [0.661, -8.479, 5.000], [1.286, -6.296, 6.216], [2.732, -6.732, 5.300], [1.877, -5.265, 4.931], [1.173, -8.273, 2.395], [2.663, -7.824, 3.198], [2.449, -5.509, 2.424], [2.294, -6.605, 1.068], [0.560, -4.829, 0.998], [-0.122, -6.444, 1.058], [-0.188, -3.823, 4.519], [-0.050, -3.136, 2.902], [1.295, -4.015, 3.555], [-2.337, -5.650, 1.874], [-1.763, -4.000, 1.778], [-2.444, -4.592, 3.299], [0.050, -8.336, 5.899], [1.626, -8.887, 5.321], [0.188, -9.252, 4.383]],
  "lowdin_charge": [0.06, -0.08, -0.15, -0.34, -0.06, -0.19, -0.23, -0.15, -0.20, -0.16, -0.18, -0.15, -0.16, -0.04, -0.22, -0.13, -0.31, -0.05, -0.30, -0.07, -0.16, -0.04, -0.19, -0.06, -0.17, 0.00, -0.03, 0.00, -0.19, -0.06, -0.17, -0.25, -0.14, -0.52, 0.63, -0.67, -0.22, 0.50, 0.07, 0.13, 0.11, 0.16, 0.07, 0.10, 0.07, 0.12, 0.14, 0.13, 0.10, 0.09, 0.12, 0.13, 0.14, 0.12, 0.17, 0.14, 0.11, 0.14, 0.13, 0.05, 0.11, 0.09, 0.11, 0.11, 0.15, 0.18, 0.14, 0.13, 0.07, 0.08, 0.10, 0.11, 0.11, 0.12, 0.10, 0.07, 0.09, 0.08, 0.09, 0.09, 0.09, 0.09, 0.09, -0.02, -0.44, -0.11, -0.15, -0.11, -0.43, 0.18, 0.17, -0.02, -0.01, -0.02, 0.10, 0.11, 0.06, 0.14, 0.14, 0.12, 0.14, 0.11, 0.14, 0.11, 0.09, 0.07, 0.09, 0.08, 0.11, 0.10, 0.11, 0.09],
  "fmax_ev_per_a": 10.95,
  "homo_ev": -10.50,
  "total_charge": 1,
  "e_tot_ev": -87345.132,
  "multiplicity": 1
}